# 1
Density functional theory data (ωB97M-V/def2-TZVPD) for a molecular structure, C28H39N3O5PdSSi at a distorted geometry.

Atoms and positions in Å:
Pd  -0.17224  -0.86310  0.07786
C  -2.85100  -2.91221  -2.94293
C  -2.20625  -3.03656  -1.57320
C  -3.06888  -2.40000  -0.49788
C  -1.87956  -4.48090  -1.23011
O  -0.96020  -2.25876  -1.60297
Si  0.52276  -2.53880  -2.29725
S  1.28547  -0.58145  -1.78539
O  0.34697  -2.83420  -3.85290
C  1.24925  -2.97917  -4.98594
C  2.62434  -2.45026  -4.60445
C  1.30030  -4.45832  -5.32646
C  0.63820  -2.16579  -6.11266
O  1.35834  -3.68908  -1.55326
C  2.09948  -3.90609  -0.34401
C  1.41042  -3.18150  0.81088
C  2.09467  -5.40768  -0.10348
C  3.51770  -3.38938  -0.53629
H  -3.80164  -3.44536  -2.95694
H  -2.20310  -3.32867  -3.71297
H  -3.03548  -1.86419  -3.18204
H  -3.98604  -2.97431  -0.36738
H  -3.34331  -1.37952  -0.77271
H  -2.54572  -2.39290  0.46417
H  -2.78753  -5.08321  -1.24854
H  -1.43940  -4.55494  -0.23408
H  -1.17614  -4.90412  -1.94912
H  3.02423  -2.99711  -3.74751
H  2.57219  -1.38778  -4.35488
H  3.31841  -2.56806  -5.43587
H  1.66074  -5.03490  -4.47369
H  1.97236  -4.62659  -6.16809
H  0.30928  -4.81977  -5.60093
H  0.60154  -1.10908  -5.84584
H  -0.37425  -2.51118  -6.32069
H  1.23322  -2.27453  -7.01953
H  0.34013  -3.41175  0.82530
H  1.60242  -2.09681  0.74508
H  1.82073  -3.50013  1.76975
H  1.08276  -5.76409  0.09473
H  2.72809  -5.66049  0.74656
H  2.47332  -5.92352  -0.98488
H  3.51103  -2.32094  -0.75500
H  3.99850  -3.91214  -1.36305
H  4.10519  -3.55874  0.36662
C  3.18578  8.88327  6.54768
O  3.06662  8.03554  5.37376
C  1.93324  7.52673  5.01381
C  0.70647  7.74270  5.70462
C  -0.42480  7.17003  5.22444
C  -0.37861  6.31248  4.07286
C  0.86556  6.13209  3.36390
C  1.98682  6.71992  3.82690
N  -1.52988  5.79965  3.69694
N  -1.69182  4.92201  2.80841
C  -1.29838  3.70254  2.67267
C  -0.76598  2.93054  3.80150
C  -0.36696  1.66115  3.64747
C  -0.43994  1.00090  2.33559
O  -0.04121  -0.15209  2.16634
C  -1.03334  1.75618  1.19659
N  -1.11207  1.10540  0.02506
C  -1.66812  1.71523  -1.01158
C  -2.19326  3.00502  -0.91714
C  -2.10630  3.68334  0.27845
C  -1.49401  3.05283  1.36419
H  4.25146  9.01856  6.68711
H  2.75173  8.38824  7.41335
H  2.70227  9.83784  6.35082
H  0.67334  8.36131  6.58850
H  -1.37921  7.31376  5.71352
H  0.88664  5.53816  2.45998
H  2.94232  6.61408  3.33256
H  -0.71181  3.40797  4.77117
H  0.02144  1.07961  4.47292
H  -1.69868  1.15650  -1.93839
H  -2.65799  3.45526  -1.78222
H  -2.51399  4.67963  0.38808

## Properties
net charge	+2
energy above the lowest of the compared OMol25 structures with the same formula, charge and spin	26.3	kcal/mol
Kohn-Sham gap (alpha / beta)	5.210 / 5.195	eV


# 2
Density functional theory data (ωB97M-V/def2-TZVPD) for a molecular structure, C28H39N7O3S2SbTm at a distorted geometry.

Atoms and positions in Å:
Tm  -0.15471  -1.00150  0.72012
O  5.77311  -0.91538  4.42290
C  4.68092  -1.55637  5.08169
C  3.43028  -1.30401  4.23799
C  2.30266  -2.15278  4.33232
C  1.20977  -1.88399  3.48216
N  1.26947  -0.91811  2.53690
C  2.29809  -0.00973  2.56418
C  3.45301  -0.24760  3.31011
C  2.20606  1.15864  1.72594
C  3.10215  2.23855  2.02491
C  2.85778  3.42861  1.38503
C  3.74561  4.66062  1.62532
O  4.88627  4.20225  2.35347
C  1.77962  3.52500  0.47363
C  1.09048  2.38059  0.14711
N  1.21875  1.19149  0.85281
H  6.65092  -1.23275  4.73981
H  4.52324  -1.14605  6.11021
H  4.85319  -2.63005  5.20812
H  2.21332  -2.92216  5.07935
H  0.21566  -2.37364  3.62341
H  4.28840  0.47401  3.24392
H  3.99956  2.05554  2.65658
H  3.21066  5.42917  2.21175
H  4.04704  5.11031  0.66644
H  5.56781  4.89344  2.47152
H  1.44030  4.49158  0.03091
H  0.39866  2.36608  -0.69487
N  1.04846  -0.46942  -1.47009
C  1.58813  -1.65605  -2.15739
C  1.82927  -1.67364  -3.52635
C  2.28148  -2.86022  -4.12108
C  2.51670  -3.98398  -3.37646
C  2.26151  -4.01250  -1.96379
C  2.37186  -5.16968  -1.16786
C  1.91742  -5.13648  0.12510
C  1.47717  -3.92092  0.65094
N  1.29584  -2.82611  -0.08995
C  1.69683  -2.84007  -1.38263
H  0.47253  -0.02553  -2.14949
H  1.74463  0.20080  -1.17734
H  1.83817  -0.74476  -4.09607
H  2.51475  -2.86419  -5.17236
H  2.92694  -4.89627  -3.83559
H  2.85876  -6.02559  -1.58663
H  2.00389  -5.99806  0.78606
H  1.20404  -3.88128  1.69122
C  -3.03460  3.88125  -3.33171
C  -3.02434  3.19911  -2.00530
Sb  -2.88854  0.94902  -2.26017
C  -4.99013  0.89211  -1.51330
C  -6.00703  1.74764  -2.27406
C  -3.44168  0.47416  -4.43765
C  -4.05335  -0.91792  -4.35262
H  -2.97132  4.97426  -3.20795
H  -3.94274  3.71827  -3.92535
H  -2.20280  3.59076  -3.98530
H  -3.91946  3.33511  -1.40174
H  -2.11853  3.48401  -1.42375
H  -4.92084  1.24475  -0.47555
H  -5.30179  -0.17042  -1.46350
H  -5.94391  2.80506  -2.02209
H  -6.99889  1.34066  -2.11420
H  -5.83804  1.72614  -3.34457
H  -2.48638  0.55847  -4.94970
H  -4.14981  1.21372  -4.87841
H  -3.48203  -1.54758  -3.71078
H  -3.99847  -1.37503  -5.35202
H  -5.10408  -0.92069  -4.04484
O  -1.95527  -1.92959  -1.02344
S  -2.51633  -2.76099  0.18909
N  -1.63826  -2.51838  1.38997
N  -3.55182  1.67964  3.24595
C  -2.99757  0.61808  2.57209
N  -3.04551  -0.62424  3.04076
S  -2.18686  0.94615  1.12450
H  -4.09990  1.55708  4.11881
H  -3.41113  2.61946  2.85193
H  -3.60756  -0.91770  3.84310
H  -2.57749  -1.40018  2.51780

## Properties
net charge	+2
expectation value of S²	2.002
multiplicity	3
Kohn-Sham gap (alpha / beta)	5.840 / 5.850	eV


# 3
Density functional theory data (ωB97M-V/def2-TZVPD) for a molecular structure, C28H40BFN7O3PtS3.

Atoms and positions in Å:
Pt  0.54209  0.29084  -1.71873
C  -4.86704  2.61900  2.62769
C  -3.41225  3.10119  2.69714
C  -3.15118  3.82157  4.02044
C  -3.19909  4.05847  1.52609
N  -2.52091  1.91122  2.64192
C  -2.89364  0.69758  3.22514
C  -1.97763  -0.21814  2.88869
N  -1.00531  0.40669  2.13207
B  0.00429  -0.29219  1.22693
N  1.45597  0.09600  1.66791
C  1.80210  0.64084  2.87963
C  3.04365  1.13908  2.77287
N  3.46280  0.93786  1.45917
C  2.47389  0.27543  0.80202
S  2.51530  -0.41391  -0.77882
C  4.74335  1.52983  0.97337
C  4.82464  1.61018  -0.54775
C  4.83145  2.96348  1.51529
C  5.88777  0.67326  1.51318
N  -0.12230  -1.81854  1.25862
C  0.81910  -2.69475  1.76531
C  0.47229  -3.93387  1.39735
N  -0.69641  -3.84468  0.64145
C  -1.07426  -2.52092  0.56437
S  -2.40936  -1.79727  -0.14964
C  -1.24225  -5.06420  -0.00490
C  -2.47257  -4.79966  -0.86547
C  -1.62362  -6.05508  1.09895
C  -0.14557  -5.64831  -0.90488
C  -1.32538  1.73436  1.99170
S  -0.31207  2.85817  1.25613
H  -5.51953  3.48729  2.53384
H  -5.17529  2.07503  3.52093
H  -5.01341  1.97876  1.75679
H  -3.82333  4.67639  4.12379
H  -2.12123  4.18077  4.04916
H  -3.31180  3.14977  4.86687
H  -3.99875  4.80239  1.56088
H  -3.25230  3.53514  0.57132
H  -2.24000  4.56128  1.57576
H  -3.78430  0.58807  3.81256
H  -1.94036  -1.27199  3.10042
H  -0.11283  0.13564  0.09537
H  1.11682  0.65086  3.70908
H  3.65119  1.63779  3.50265
H  3.95493  2.11315  -0.96890
H  4.90430  0.63171  -1.01068
H  5.71857  2.18855  -0.79111
H  3.92833  3.51903  1.25899
H  5.68833  3.46016  1.05935
H  4.97013  2.99885  2.59522
H  5.81776  -0.34098  1.11691
H  5.86301  0.62406  2.60345
H  6.84558  1.09985  1.20897
H  1.67164  -2.35515  2.32610
H  0.95978  -4.87017  1.59523
H  -3.29471  -4.38903  -0.28533
H  -2.77541  -5.75841  -1.29404
H  -2.25898  -4.09999  -1.67026
H  -2.39600  -5.62292  1.73700
H  -0.76918  -6.32168  1.72243
H  -2.01499  -6.97040  0.65089
H  0.19488  -4.89141  -1.61269
H  -0.54438  -6.49588  -1.46503
H  0.71536  -5.99635  -0.33299
F  -1.65092  1.44149  -7.97535
C  -0.92003  1.04754  -6.89950
C  -1.16587  -0.18914  -6.34286
C  -0.41377  -0.58086  -5.24673
C  0.57662  0.23934  -4.70671
C  1.37591  -0.19197  -3.52342
C  0.77877  1.48604  -5.29704
C  0.03682  1.89945  -6.39407
H  -1.94429  -0.81816  -6.75409
H  -0.61404  -1.53787  -4.77762
H  2.39009  0.20709  -3.58185
H  1.44222  -1.28347  -3.50473
H  1.51330  2.15637  -4.86725
H  0.17895  2.87428  -6.84202
O  -2.51205  2.37649  -3.50003
N  -1.40702  2.10075  -3.03595
O  -0.48624  2.89955  -2.96404
O  -1.26016  0.89936  -2.58292

## Properties
net charge	-1
energy above the lowest of the compared OMol25 structures with the same formula, charge and spin	0.0	kcal/mol
Kohn-Sham gap	6.797	eV


What is the net charge in the first record?
+2